Record 1
C42H52BHfN12S2 | the ωB97M-V functional and the def2-TZVPD basis

Geometry as ORCA input:
```
! RIJCOSX wB97M-V def2-TZVPD def2/J DEFGRID3
* xyz 2 2
Hf 0.745 0.370 1.365
C 4.048 -0.860 2.918
C 2.756 -1.183 3.577
C 2.549 -1.641 4.881
C 1.185 -1.793 4.994
N 0.619 -1.465 3.824
N 1.577 -1.066 2.948
B -0.863 -1.573 3.404
N -1.435 -0.138 3.427
C -2.334 0.406 4.255
C -2.534 1.721 3.886
C -1.695 1.928 2.794
C -1.550 3.139 1.944
N -1.023 0.794 2.534
N -0.894 -2.116 1.939
C -1.561 -3.201 1.524
C -1.326 -3.375 0.177
C -0.489 -2.322 -0.183
C 0.051 -2.005 -1.534
N -0.228 -1.568 0.894
N -1.689 -2.472 4.266
C -1.402 -3.590 4.997
C -2.583 -4.147 5.399
C -3.587 -3.322 4.843
C -5.055 -3.528 4.928
N -3.037 -2.333 4.170
H 4.769 -0.521 3.659
H 4.459 -1.753 2.448
H 3.920 -0.093 2.154
H 3.291 -1.822 5.628
H 0.595 -2.088 5.834
H -2.785 -0.159 5.043
H -3.197 2.431 4.335
H -1.665 4.040 2.542
H -0.578 3.157 1.438
H -2.342 3.133 1.194
H -2.161 -3.786 2.188
H -1.717 -4.143 -0.457
H -0.769 -1.962 -2.250
H 0.575 -1.046 -1.536
H 0.736 -2.786 -1.861
H -0.397 -3.922 5.160
H -2.722 -5.012 6.014
H -5.302 -4.070 5.837
H -5.584 -2.579 4.907
H -5.396 -4.118 4.077
S -1.922 0.589 -0.462
C -1.536 1.008 -2.039
N -2.259 0.610 -3.088
C -1.881 1.031 -4.421
C -1.319 2.443 -4.382
N -0.230 2.495 -3.429
C 0.964 3.224 -3.775
C 2.018 2.378 -4.463
C 2.141 1.014 -4.239
C 3.185 0.298 -4.803
C 4.124 0.936 -5.593
C 3.996 2.293 -5.837
C 2.950 3.008 -5.280
C -0.350 1.829 -2.281
S 0.831 1.941 -1.084
C -3.407 -0.275 -2.931
C -3.727 -1.010 -4.205
C -4.810 -0.632 -4.990
C -5.080 -1.291 -6.177
C -4.272 -2.335 -6.592
C -3.194 -2.723 -5.814
C -2.923 -2.063 -4.629
H -2.761 0.993 -5.065
H -1.128 0.342 -4.827
H -2.105 3.149 -4.086
H -0.954 2.727 -5.370
H 1.402 3.620 -2.853
H 0.693 4.066 -4.413
H 1.421 0.495 -3.622
H 3.261 -0.765 -4.630
H 4.948 0.383 -6.018
H 4.716 2.793 -6.464
H 2.859 4.065 -5.477
H -4.267 0.318 -2.606
H -3.180 -0.977 -2.122
H -5.445 0.183 -4.673
H -5.920 -0.984 -6.781
H -4.486 -2.851 -7.513
H -2.563 -3.538 -6.134
H -2.080 -2.370 -4.027
C 1.658 4.216 3.411
C 2.288 2.831 3.150
C 3.810 3.060 2.991
C 2.010 1.929 4.355
C 1.818 2.224 1.868
H 2.194 4.697 4.225
H 0.614 4.119 3.694
H 1.736 4.853 2.535
H 4.254 3.297 3.953
H 3.991 3.892 2.317
H 4.305 2.177 2.591
H 2.207 2.464 5.280
H 2.656 1.057 4.336
H 0.966 1.605 4.366
H 2.116 2.903 1.053
N 4.136 -0.672 -1.469
C 3.861 -1.934 -1.043
C 2.877 -1.814 -0.107
N 2.541 -0.489 0.032
C 3.334 0.166 -0.802
H 4.824 -0.414 -2.164
H 4.377 -2.789 -1.426
H 2.393 -2.587 0.461
H 3.351 1.230 -0.940
*
```

The value obtained for the HOMO energy (alpha / beta) is -0.4636 / -0.4895 Eh. The HOMO-LUMO gap (alpha / beta) comes out at 6.5280 / 7.1141 eV. The molar mass is 978.40 g mol⁻¹. As for the expectation value of S²: 0.7526. As for the calculated total energy: -85925.4388 eV.

---

Record 2
C42H52N6O4PTi | the ωB97M-V functional and the def2-TZVPD basis

Geometry as ORCA input:
```
! RIJCOSX wB97M-V def2-TZVPD def2/J DEFGRID3
* xyz 0 2
Ti 0.880 -1.120 0.841
C 3.234 2.061 -0.736
C 3.044 1.087 -1.864
C 3.210 1.509 -3.177
C 3.057 0.633 -4.239
C 2.767 -0.693 -3.983
C 2.627 -1.156 -2.680
C 2.415 -2.622 -2.443
C 2.738 -0.258 -1.618
N 2.589 -0.698 -0.254
C 3.786 -0.706 0.396
O 4.904 -0.587 -0.078
C 3.607 -0.803 1.880
C 4.622 -0.584 2.788
C 4.312 -0.591 4.141
C 2.997 -0.800 4.536
C 2.044 -1.021 3.563
N 2.351 -1.043 2.263
C 0.596 -1.279 3.878
O 0.239 -1.363 5.044
N -0.159 -1.422 2.763
C -1.491 -1.873 3.061
C -2.511 -0.969 3.381
C -2.205 0.450 3.766
C -3.819 -1.432 3.491
C -4.110 -2.780 3.378
C -3.070 -3.684 3.233
C -1.755 -3.250 3.105
C -0.648 -4.271 3.128
H 3.255 3.081 -1.117
H 4.180 1.871 -0.224
H 2.427 1.981 -0.006
H 3.474 2.540 -3.370
H 3.174 0.983 -5.257
H 2.655 -1.395 -4.802
H 3.364 -3.102 -2.192
H 2.015 -3.103 -3.336
H 1.724 -2.791 -1.624
H 5.620 -0.408 2.413
H 5.084 -0.429 4.881
H 2.683 -0.807 5.570
H -1.212 0.741 3.442
H -2.938 1.151 3.366
H -2.223 0.521 4.856
H -4.607 -0.718 3.706
H -5.131 -3.129 3.459
H -3.272 -4.750 3.244
H -0.840 -5.092 2.436
H -0.583 -4.692 4.134
H 0.317 -3.832 2.890
O -1.695 -1.378 -1.874
N -0.544 -1.107 -1.826
O -0.153 -0.740 -0.583
C -2.716 -4.979 -0.510
C -1.315 -4.597 -0.186
C -0.122 -5.298 -0.236
C 0.868 -4.390 0.157
N 0.323 -3.205 0.431
N -1.003 -3.363 0.222
C 2.328 -4.629 0.341
H -2.959 -5.951 -0.084
H -2.848 -5.040 -1.591
H -3.417 -4.243 -0.118
H 0.018 -6.328 -0.514
H -1.633 -2.578 0.294
H 2.488 -5.418 1.078
H 2.825 -3.721 0.681
H 2.790 -4.947 -0.593
C 0.756 5.198 -0.508
C -0.122 4.608 -1.618
C 0.708 4.614 -2.904
C -1.351 5.483 -1.863
P -0.426 2.758 -1.261
C -1.598 2.356 -2.615
C -1.036 1.702 -3.713
C -1.821 1.296 -4.784
C -3.190 1.513 -4.759
C -3.764 2.163 -3.675
C -2.974 2.587 -2.617
C -1.399 2.585 0.356
C -0.277 2.386 1.404
C -2.294 1.322 0.314
C -2.242 3.778 0.814
H 1.071 6.207 -0.789
H 1.656 4.598 -0.362
H 0.241 5.273 0.448
H 1.082 5.625 -3.091
H 0.115 4.310 -3.767
H 1.560 3.942 -2.823
H -1.022 6.488 -2.145
H -1.989 5.580 -0.989
H -1.952 5.090 -2.684
H 0.025 1.484 -3.710
H -1.362 0.794 -5.626
H -3.813 1.165 -5.574
H -4.832 2.342 -3.652
H -3.438 3.102 -1.785
H 0.221 1.394 1.357
H -0.685 2.468 2.412
H 0.503 3.142 1.294
H -1.869 0.516 0.910
H -2.440 0.930 -0.690
H -3.284 1.544 0.719
H -1.665 4.694 0.916
H -2.664 3.548 1.798
H -3.075 3.968 0.138
*
```

The value obtained for the HOMO energy (alpha / beta) is -0.2886 / -0.2939 Eh. The HOMO-LUMO gap (alpha / beta) comes out at 7.3456 / 7.4426 eV. The molar mass is 783.76 g mol⁻¹. As for the expectation value of S²: 0.7550. As for the calculated total energy: -93934.9734 eV.

---

Record 3
C42H52O3PSSbSe2SiTi | the ωB97M-V functional and the def2-TZVPD basis

Geometry as ORCA input:
```
! RIJCOSX wB97M-V def2-TZVPD def2/J DEFGRID3
* xyz 0 3
Ti 0.236 -0.614 -0.430
Se 0.794 0.924 -3.352
P -0.324 -0.858 -2.900
Se -0.910 -2.633 -0.207
C 0.323 -2.227 -3.917
C 0.521 -2.027 -5.283
C 1.029 -3.045 -6.071
C 1.351 -4.272 -5.501
C 1.165 -4.473 -4.143
C 0.654 -3.452 -3.349
C -2.053 -0.660 -3.467
C -3.085 -1.315 -2.798
C -4.406 -1.121 -3.178
C -4.706 -0.285 -4.244
C -3.682 0.359 -4.926
C -2.362 0.182 -4.532
H 0.293 -1.064 -5.725
H 1.184 -2.879 -7.130
H 1.758 -5.065 -6.116
H 1.421 -5.425 -3.693
H 0.520 -3.602 -2.287
H -2.849 -1.989 -1.983
H -5.200 -1.618 -2.634
H -5.736 -0.131 -4.541
H -3.909 1.011 -5.759
H -1.567 0.717 -5.038
C -0.376 -1.012 3.081
C 0.754 -0.015 2.878
C 0.231 1.407 2.929
C 1.830 -0.218 3.935
O 1.304 -0.186 1.518
Si 2.637 -1.178 1.118
S 2.538 -1.022 -0.942
O 4.037 -0.734 1.816
C 4.906 0.398 1.591
C 4.102 1.625 1.171
C 5.620 0.655 2.906
C 5.901 0.016 0.504
O 2.227 -2.620 1.753
C 2.939 -3.864 1.865
C 3.460 -3.963 3.292
C 1.927 -4.959 1.573
C 4.091 -3.924 0.867
H -0.737 -0.957 4.110
H -0.024 -2.025 2.880
H -1.213 -0.799 2.413
H -0.311 1.572 3.862
H 1.046 2.130 2.860
H -0.455 1.586 2.104
H 1.366 -0.095 4.915
H 2.627 0.520 3.837
H 2.268 -1.215 3.885
H 3.309 1.832 1.892
H 3.643 1.474 0.192
H 4.756 2.498 1.117
H 4.907 0.929 3.686
H 6.338 1.468 2.792
H 6.152 -0.242 3.226
H 5.371 -0.287 -0.401
H 6.530 -0.812 0.836
H 6.542 0.867 0.263
H 2.630 -3.908 4.000
H 4.150 -3.141 3.495
H 3.986 -4.907 3.444
H 1.080 -4.881 2.258
H 2.385 -5.944 1.686
H 1.547 -4.855 0.556
H 4.815 -3.131 1.065
H 3.717 -3.803 -0.152
H 4.600 -4.886 0.942
C -5.708 4.425 -2.216
C -4.389 4.757 -2.499
C -3.358 3.927 -2.079
C -3.645 2.766 -1.366
C -4.967 2.419 -1.111
C -5.996 3.253 -1.532
Sb -2.044 1.599 -0.581
C -0.893 3.283 0.095
C 0.301 3.525 -0.581
C 1.089 4.630 -0.263
C 0.688 5.507 0.731
C -0.523 5.297 1.384
C -1.308 4.202 1.062
C -3.136 0.932 1.148
C -3.593 -0.382 1.064
C -4.347 -0.949 2.086
C -4.664 -0.201 3.207
C -4.247 1.123 3.290
C -3.497 1.686 2.267
H -6.511 5.082 -2.528
H -4.160 5.665 -3.041
H -2.332 4.197 -2.302
H -5.203 1.506 -0.576
H -7.024 2.986 -1.317
H 0.624 2.858 -1.371
H 2.015 4.798 -0.798
H 1.304 6.359 0.988
H -0.860 5.995 2.141
H -2.259 4.089 1.559
H -3.350 -0.986 0.198
H -4.670 -1.980 2.005
H -5.241 -0.640 4.011
H -4.507 1.721 4.155
H -3.205 2.720 2.359
*
```

The value obtained for the HOMO energy (alpha / beta) is -0.2752 / -0.2752 Eh. The HOMO-LUMO gap (alpha / beta) comes out at 7.4890 / 5.4409 eV. The molar mass is 1023.55 g mol⁻¹. As for the expectation value of S²: 2.0289. As for the calculated total energy: -238894.3471 eV.

---

Record 4
C42H53N3OSSiW | the ωB97M-V functional and the def2-TZVPD basis

Geometry as ORCA input:
```
! RIJCOSX wB97M-V def2-TZVPD def2/J DEFGRID3
* xyz 2 1
W 0.048 -0.432 1.082
C -0.098 -1.104 4.180
C -1.373 -1.645 3.566
N -1.776 -0.824 2.401
C -2.571 0.396 2.717
C -1.739 1.599 3.136
S -0.184 1.772 2.170
C 1.101 1.637 3.470
C 1.830 0.301 3.480
N 0.925 -0.831 3.123
H -0.291 -0.177 4.712
H 0.293 -1.813 4.906
H -1.211 -2.661 3.207
H -2.159 -1.678 4.321
H -2.393 -1.396 1.830
H -3.118 0.645 1.812
H -3.299 0.182 3.499
H -2.306 2.509 2.941
H -1.470 1.587 4.192
H 1.814 2.438 3.281
H 0.606 1.863 4.412
H 2.626 0.306 2.745
H 2.277 0.141 4.461
H 1.513 -1.652 3.033
C -0.233 -4.680 1.263
C 1.003 -3.903 0.906
C 2.243 -4.500 0.874
C 3.391 -3.798 0.472
C 4.707 -4.514 0.343
C 3.324 -2.434 0.177
C 2.102 -1.782 0.223
C 0.943 -2.545 0.567
N 1.785 -0.407 0.156
C 2.632 0.600 -0.566
C 2.882 0.093 -1.996
C 3.698 1.127 -2.781
C 2.902 2.431 -2.883
C 2.629 2.963 -1.472
C 3.957 3.248 -0.765
C 4.757 1.947 -0.657
C 5.028 1.384 -2.059
C 3.959 0.911 0.151
C 1.851 1.916 -0.670
H -0.135 -5.727 0.977
H -1.121 -4.275 0.770
H -0.400 -4.659 2.344
H 2.323 -5.554 1.118
H 4.661 -5.523 0.749
H 5.503 -3.967 0.851
H 4.985 -4.585 -0.711
H 4.229 -1.915 -0.094
H -0.021 -2.179 0.210
H 1.912 -0.077 -2.478
H 3.412 -0.862 -1.986
H 3.893 0.733 -3.780
H 1.963 2.258 -3.420
H 3.471 3.171 -3.452
H 2.034 3.878 -1.524
H 3.778 3.667 0.232
H 4.529 3.991 -1.328
H 5.703 2.137 -0.148
H 5.604 0.455 -1.987
H 5.633 2.092 -2.633
H 3.739 1.306 1.152
H 4.568 0.018 0.282
H 0.886 1.711 -1.145
H 1.667 2.310 0.335
O -1.125 -0.044 -0.339
Si -2.527 0.399 -1.174
C -3.147 1.881 -0.223
C -4.461 1.989 0.255
C -4.879 3.116 0.956
C -3.992 4.160 1.192
C -2.684 4.074 0.730
C -2.270 2.946 0.030
C -2.129 0.778 -2.925
C -2.640 -0.023 -3.953
C -2.366 0.273 -5.284
C -1.575 1.368 -5.603
C -1.057 2.174 -4.594
C -1.336 1.882 -3.268
C -3.686 -1.054 -1.023
C -3.255 -2.289 -0.519
C -4.121 -3.370 -0.396
C -5.447 -3.236 -0.785
C -5.893 -2.033 -1.320
C -5.021 -0.958 -1.443
H -5.169 1.183 0.088
H -5.901 3.184 1.309
H -4.325 5.046 1.719
H -1.992 4.891 0.904
H -1.244 2.906 -0.334
H -3.253 -0.887 -3.719
H -2.772 -0.352 -6.072
H -1.365 1.601 -6.641
H -0.447 3.033 -4.846
H -0.944 2.538 -2.494
H -2.206 -2.429 -0.278
H -3.764 -4.324 -0.021
H -6.127 -4.075 -0.693
H -6.920 -1.936 -1.648
H -5.384 -0.034 -1.886
*
```

The value obtained for the HOMO energy (alpha / beta) is -0.4902 / -0.4952 Eh. The HOMO-LUMO gap (alpha / beta) comes out at 6.8256 / 6.9790 eV. The molar mass is 859.90 g mol⁻¹. As for the calculated total energy: -71461.5913 eV.